The following is a DFT calculation (wB97M-V/def2-TZVPD) of a 2-piece molecular cluster, H5NOSSi overall.

The geometry in XYZ format:
```
9
Properties=species:S:1:pos:R:3:nbo_charge:R:1
N -0.84929 -0.54213 -0.44473 -1.0911
O 2.40918 -1.26002 -0.64370 -1.1580
Si 3.18880 -0.32135 0.23245 1.6632
S 2.34470 1.58035 0.71226 -0.4437
H -1.05931 -1.62831 -0.38788 0.3675
H -1.63646 -0.30752 -1.18534 0.3462
H 0.04743 -0.31070 -0.92660 0.3765
H 4.42573 -0.39156 0.85133 -0.2280
H 1.75298 1.66123 -0.45490 0.1672
```

Calculated values
SMILES string: O=[SiH]S.N
HOMO-LUMO gap: 9.64 eV
Net charge: 0
Relative energy (zero: lowest compared OMol25 entry of this formula, charge and spin): 61.1 kcal/mol

---

The following is a DFT calculation (wB97M-V/def2-TZVPD) of C26H19CrNO2S5 as an isolated structure.

The geometry in XYZ format:
```
54
Properties=species:S:1:pos:R:3:mulliken_spin:R:1
Cr 0.85963 -0.17115 -0.22115 1.0817
S 3.06529 -0.70145 -0.85611 -0.0302
C 2.71270 -1.38374 -2.44036 0.0045
C 3.58289 -2.33289 -2.99522 0.0013
C 3.35564 -2.89569 -4.23683 0.0011
C 2.25048 -2.52568 -4.99751 -0.0021
C 1.37931 -1.58004 -4.48417 0.0022
C 1.59695 -1.04166 -3.22207 -0.0125
S 0.49464 0.18156 -2.55582 -0.0087
C -1.13470 -0.64409 -2.53119 0.0039
C -1.90499 -0.28488 -1.28066 0.0069
C -3.28944 -0.23897 -1.26803 -0.0019
C -3.93431 -0.00847 -0.06400 0.0008
C -3.19958 0.20230 1.08735 -0.0018
C -1.81353 0.19472 1.00169 0.0049
C -0.92412 0.49285 2.18002 -0.0019
S 0.58216 -0.50798 2.16057 -0.0170
C -0.19820 -2.11558 2.25825 0.0011
C -0.68600 -2.52846 3.49580 0.0002
C -1.24121 -3.78555 3.65546 -0.0001
C -1.27902 -4.64622 2.56154 0.0001
C -0.78443 -4.24489 1.33551 0.0030
C -0.24093 -2.96452 1.15139 0.0056
S 0.39601 -2.52303 -0.42255 -0.0331
N -1.21330 -0.06794 -0.15992 -0.0482
H 4.44352 -2.63189 -2.41026 0.0006
H 4.04797 -3.63696 -4.61767 0.0001
H 2.07494 -2.96396 -5.97098 -0.0002
H 0.52608 -1.25096 -5.06618 0.0002
H -1.71725 -0.37303 -3.41118 -0.0008
H -0.94692 -1.71885 -2.53019 0.0018
H -3.84044 -0.39665 -2.18503 0.0002
H -5.01654 0.00993 -0.02606 0.0000
H -3.67593 0.38460 2.04050 0.0001
H -0.55559 1.52083 2.13788 0.0013
H -1.46203 0.35381 3.11668 0.0002
H -0.61531 -1.84962 4.33855 -0.0006
H -1.62085 -4.09851 4.61931 0.0000
H -1.69332 -5.64165 2.66871 0.0001
H -0.80907 -4.92195 0.49052 -0.0010
O -0.83647 2.82575 -0.69491 0.0201
C 0.16562 2.72764 -0.00068 0.0127
O 0.86105 1.59405 -0.03838 0.0081
C 0.66447 3.83495 0.84073 -0.0041
C 0.40199 5.11274 0.31832 -0.0001
C 0.79737 6.26016 0.96601 0.0004
C 1.45436 6.11881 2.19854 0.0001
C 1.68009 4.87351 2.72877 0.0002
C 1.29739 3.66408 2.08289 0.0018
S 1.51696 2.15750 2.90407 -0.0001
H -0.11271 5.16633 -0.63197 -0.0007
H 0.60922 7.23410 0.53350 -0.0001
H 1.77327 6.99676 2.75011 0.0000
H 2.15619 4.76989 3.69641 0.0000
```

Calculated values
Expectation value of S²: 0.762
HOMO-LUMO gap (alpha / beta): 5.90 / 6.03 eV
Net charge: -1
Relative energy (zero: lowest compared OMol25 entry of this formula, charge and spin): 7.9 kcal/mol
2S+1: 2

---

Number 1: E -820.67019 hartree. Number 2: E -4242.96982 hartree.